(1)
C4H5ClFNO | ωB97M-V with the def2-TZVPD basis set

```
13
Properties=species:S:1:pos:R:3
N -0.49925 -1.35891 -0.54477
C -0.41166 -0.11415 0.07229
C -0.98878 0.12203 1.52411
F -1.65931 -1.10329 1.81125
C 0.45037 0.84918 -0.36410
Cl 0.50561 2.53013 0.30839
C 1.16321 0.66002 -1.51014
O 1.12579 -0.44388 -2.12644
H -0.48353 -2.36901 0.12654
H 0.29734 -1.48987 -1.38965
H -1.70365 1.04586 1.55727
H -0.01709 0.44791 2.18662
H 2.22097 1.22399 -1.65138
```

Summary:
LUMO level: -0.15 eV
Net charge: 0
Gap between HOMO and LUMO: 9.025 eV
E_HOMO: -9.17 eV
SMILES: N/C(CF)=C(/Cl)C=O


(2)
C4H5ClFNO | ωB97M-V with the def2-TZVPD basis set

```
13
Properties=species:S:1:pos:R:3
F 0.86135 -0.96677 -1.49707
C 0.06401 -0.92870 -0.31836
C 0.99742 -0.51268 0.78896
O 1.57127 0.71012 0.59645
N 0.76252 1.70622 0.19948
C -0.41141 1.44735 -0.20919
C -1.00314 0.08343 -0.51216
Cl -2.39143 -0.24052 0.56931
H -0.28228 -1.91289 -0.16938
H 1.80065 -1.23861 0.90160
H 0.48091 -0.52756 1.74040
H -1.06978 2.28957 -0.57098
H -1.38009 0.09104 -1.51905
```

Summary:
LUMO level: 0.74 eV
Net charge: 0
Gap between HOMO and LUMO: 10.770 eV
E_HOMO: -10.03 eV
SMILES: F[C@H]1CON=C[C@@H]1Cl


(3)
C4H5ClN2 | ωB97M-V with the def2-TZVPD basis set

```
12
Properties=species:S:1:pos:R:3
Cl -2.38535 -0.17579 -0.02149
C -1.05072 0.68116 -0.09080
C 0.15490 0.27818 0.08025
C 1.39246 1.13132 0.21820
N 2.38378 0.16690 -0.45942
C 1.73678 -1.11134 0.02144
N 0.41885 -1.11152 0.18083
H -1.15617 1.76570 -0.43286
H 1.21996 2.12024 -0.18749
H 1.79979 1.51346 1.21432
H 3.23898 0.38159 0.33463
H 2.42940 -2.05606 0.01226
```

Summary:
LUMO level: 0.57 eV
Net charge: 0
Gap between HOMO and LUMO: 9.060 eV
E_HOMO: -8.49 eV
SMILES: Cl/C=C1/CNC=N1


(4)
C4H5ClN2 | ωB97M-V with the def2-TZVPD basis set

```
12
Properties=species:S:1:pos:R:3
C 0.40057 0.06523 0.07849
C -2.61139 0.98746 0.16165
C 1.10572 -2.28176 0.47604
C 0.72566 1.36802 -0.51245
N 0.76732 -1.06367 0.27127
N -2.20444 2.08008 0.08238
Cl -3.18531 -0.53855 0.20744
H 1.85887 -2.53191 1.35481
H 0.79088 -3.07814 -0.27284
H 0.60595 1.26783 -1.57911
H -0.03320 2.11619 -0.02795
H 1.77938 1.60921 -0.23973
```

Summary:
LUMO level (alpha / beta): 0.51 / -0.66 eV
Net charge: 0
Gap between HOMO and LUMO (alpha / beta): 5.132 / 10.070 eV
E_HOMO (alpha / beta): -4.62 / -10.73 eV
Spin multiplicity: 3


(5)
C4H5ClN2O | ωB97M-V with the def2-TZVPD basis set

```
13
Properties=species:S:1:pos:R:3
Cl -1.62695 0.71427 1.52533
N -1.27932 1.89574 0.21061
C 0.25971 1.44115 -0.29605
C 0.43311 -0.07428 -0.18824
C -0.27189 -1.09074 -0.79587
N 0.16880 -2.25920 -0.25674
C 0.91540 -1.88805 0.75489
O 1.15336 -0.59330 0.80562
H -1.96259 1.65355 -0.48303
H 1.08225 1.88423 0.38752
H 0.28302 1.95880 -1.20712
H -0.84576 -1.12209 -1.63874
H 1.69086 -2.52008 1.18183
```

Summary:
LUMO level: 0.60 eV
Net charge: 0
Gap between HOMO and LUMO: 9.899 eV
E_HOMO: -9.30 eV
SMILES: ClNCc1cnco1


(6)
C4H5ClN2O3 | ωB97M-V with the def2-TZVPD basis set

```
15
Properties=species:S:1:pos:R:3
C -1.53185 0.57771 0.84753
N -0.11174 0.80041 0.68897
O 0.52251 1.05911 1.71160
C 0.37223 0.50922 -0.50467
C 1.70129 0.88218 -1.00808
O 1.87197 1.03706 -2.19870
Cl 2.91649 1.36362 0.06405
H -2.13222 1.05940 0.19018
H -1.76579 -0.52465 0.58148
H -1.65752 0.61963 1.95646
H -0.34026 0.25913 -1.28560
C 0.59238 -1.57368 -0.09967
N -0.34956 -2.16718 -0.52392
O -1.36577 -2.44438 -1.07787
H 1.27786 -1.45758 0.65823
```

Summary:
LUMO level (alpha / beta): -0.96 / -0.95 eV
Net charge: 0
Gap between HOMO and LUMO (alpha / beta): 7.883 / 7.885 eV
E_HOMO (alpha / beta): -8.84 / -8.84 eV
SMILES: C/[N+]([O-])=C/C(=O)Cl.C#[N+][O-]


Relative energy (zero: lowest compared OMol25 entry of this formula, charge and spin)? In order: 2.790 1.921 3.276 1.599 3.114 2.077 eV.